No. 1
A 2-piece molecular cluster, C13H18N4O5P overall in a non-equilibrium geometry. Source: the OMol25 dataset; level of theory: ωB97M-V with the def2-TZVPD basis set.

Structure (XYZ):
```
41
Properties=species:S:1:pos:R:3
C 2.010 3.404 -0.028
C 0.748 2.511 -0.270
C -0.536 2.904 0.328
C -1.728 2.098 0.170
C -1.665 0.855 -0.596
C -0.406 0.476 -1.191
C 0.815 1.282 -1.042
C 2.098 0.707 -1.708
N 3.331 0.823 -0.897
C 3.395 0.399 0.352
N 2.407 -0.226 1.115
C 2.871 -0.462 2.375
P 1.758 -1.227 3.645
O 0.584 -2.155 2.914
O 2.641 -2.060 4.797
N 4.190 -0.034 2.443
N 4.462 0.467 1.222
H 1.738 4.332 0.544
H 2.476 3.635 -1.018
H 2.756 2.859 0.616
H -0.586 3.839 0.930
H -2.697 2.401 0.618
H -2.552 0.174 -0.723
H -0.345 -0.470 -1.777
H 2.254 1.143 -2.732
H 1.934 -0.395 -1.878
H 4.166 1.283 -1.257
H -0.125 -2.215 3.586
H 2.201 -1.841 5.642
H 4.789 -0.092 3.261
H 5.386 0.857 1.045
C -4.272 -3.320 -1.935
C -5.376 -2.806 -2.817
O -5.868 -1.685 -2.087
C -4.869 -1.259 -1.274
O -4.894 -0.242 -0.654
O -3.833 -2.143 -1.260
H -3.458 -3.770 -2.502
H -4.628 -4.040 -1.194
H -5.011 -2.463 -3.788
H -6.162 -3.543 -2.975
```

Calculated values
HOMO level   -0.410 Eh
Max |F|   4.6 eV Å⁻¹
E_LUMO   -3.51 eV
Total charge   +1

No. 2
C21H38F4N7SZr as an isolated structure in a non-equilibrium geometry. Source: the OMol25 dataset; level of theory: ωB97M-V with the def2-TZVPD basis set.

Structure (XYZ):
```
72
Properties=species:S:1:pos:R:3
Zr -0.796 0.114 -0.940
C 2.138 3.382 3.581
N 1.109 2.410 3.382
C 0.871 1.674 4.646
C 0.019 2.492 2.377
C -0.827 1.186 2.219
N -0.338 0.452 1.080
C 1.013 0.045 1.169
C 1.929 0.431 0.147
F 1.312 0.727 -1.156
C 3.261 0.329 0.373
F 4.178 0.629 -0.576
C 3.743 -0.254 1.543
C 2.824 -0.720 2.475
F 3.334 -1.480 3.505
C 1.460 -0.640 2.309
F 0.531 -1.258 3.100
H 2.023 4.010 4.487
H 3.103 2.854 3.798
H 2.260 4.062 2.747
H -0.102 1.961 5.252
H 0.791 0.600 4.435
H 1.693 1.823 5.372
H -0.667 3.267 2.766
H 0.521 2.920 1.484
H -0.770 0.574 3.132
H -1.883 1.415 2.021
H 4.778 -0.365 1.690
C -2.596 0.675 -3.535
C -3.463 -0.060 -2.543
N -3.076 0.144 -1.032
C -3.848 1.256 -0.354
C -3.319 2.675 -0.648
S -1.467 2.833 -0.932
C -1.238 3.338 -2.678
C -0.639 2.196 -3.536
N -1.170 0.851 -3.166
H -3.142 1.620 -3.681
H -2.704 0.201 -4.503
H -3.629 -1.166 -2.696
H -4.517 0.321 -2.646
H -3.458 -0.703 -0.573
H -3.851 0.980 0.707
H -4.920 1.146 -0.632
H -3.454 3.255 0.283
H -3.803 3.275 -1.434
H -0.416 4.124 -2.690
H -2.156 3.799 -3.079
H 0.477 2.118 -3.394
H -0.766 2.494 -4.566
H -0.680 0.166 -3.714
C -1.097 -3.314 0.817
N 0.077 -3.580 0.008
C 0.923 -4.700 0.392
C 0.493 -2.749 -0.936
N -0.391 -1.871 -1.422
N 1.748 -2.834 -1.549
C 2.897 -3.090 -0.685
C 1.989 -2.386 -2.921
H -1.351 -4.244 1.344
H -1.974 -3.157 0.149
H -0.947 -2.507 1.502
H 0.218 -5.484 0.713
H 1.577 -4.478 1.198
H 1.527 -5.151 -0.394
H -1.038 -2.294 -2.107
H 2.644 -3.036 0.389
H 3.675 -2.334 -0.925
H 3.240 -4.096 -0.962
H 1.052 -2.436 -3.436
H 2.656 -3.059 -3.449
H 2.409 -1.374 -3.099
```

Calculated values
HOMO level   -0.540 Eh
Max |F|   3.4 eV Å⁻¹
Relative energy (zero: lowest compared OMol25 entry of this formula, charge and spin)   309.8 kJ/mol
E_LUMO   -9.91 eV
Total charge   +3

No. 3
C10H15N2O as an isolated structure in a non-equilibrium geometry. Source: the OMol25 dataset; level of theory: ωB97M-V with the def2-TZVPD basis set.

Structure (XYZ):
```
28
Properties=species:S:1:pos:R:3
C 1.702 -0.286 -0.745
C -3.291 -0.208 0.052
C 1.595 1.003 -1.060
C -2.575 0.331 1.069
C -1.486 0.125 -1.378
C 0.618 -0.981 -0.113
C -0.642 0.540 -0.291
C 0.061 -2.221 -0.840
C 0.827 -1.201 1.411
C 0.589 2.561 0.478
N -2.717 -0.270 -1.229
N 0.363 1.648 -0.674
O -1.305 0.726 0.953
H 2.674 -0.856 -0.788
H -4.270 -0.451 0.050
H 2.306 1.557 -1.571
H -3.017 0.537 2.118
H -0.888 0.059 -2.285
H 0.492 -2.198 -1.872
H -1.015 -1.905 -1.000
H 0.194 -3.208 -0.225
H 1.235 -2.232 1.651
H -0.087 -0.924 1.827
H 1.545 -0.288 1.593
H 1.424 3.203 0.200
H -0.176 3.258 0.577
H 0.540 1.901 1.366
H -0.002 2.148 -1.512
```

Calculated values
HOMO level   -0.446 Eh
Max |F|   4.4 eV Å⁻¹
Relative energy (zero: lowest compared OMol25 entry of this formula, charge and spin)   368.2 kJ/mol
E_LUMO   -3.63 eV
Total charge   +1

No. 4
The molecule C6H12N2 in a non-equilibrium geometry. Source: the OMol25 dataset; level of theory: ωB97M-V with the def2-TZVPD basis set.

Structure (XYZ):
```
20
Properties=species:S:1:pos:R:3
C -0.993 1.511 0.516
C -0.265 0.381 -0.110
C 1.107 0.749 -0.564
C 2.143 -0.261 -0.375
C 0.065 -0.664 0.834
C -0.824 -0.896 -0.438
H -1.707 1.240 1.364
H -1.774 1.913 -0.231
H -0.249 2.239 1.009
H 1.259 1.534 0.135
H 1.222 1.154 -1.585
H 2.177 -1.048 -1.273
H 3.173 0.009 0.003
H 1.803 -1.841 0.932
H -0.341 -0.975 1.752
H -0.516 -1.213 -1.556
H -2.731 -1.883 -0.455
H -2.839 -0.105 -0.699
N 1.473 -0.885 0.861
N -2.183 -0.958 -0.118
```

Calculated values
HOMO level   -0.286 Eh
SMILES string   C[C@@]12CCN[C@@H]1[C@H]2N
Max |F|   6.8 eV Å⁻¹
Relative energy (zero: lowest compared OMol25 entry of this formula, charge and spin)   385.4 kJ/mol
E_LUMO   0.98 eV

No. 5
The molecule C19H28N2O4. Source: the OMol25 dataset; level of theory: ωB97M-V with the def2-TZVPD basis set.

Structure (XYZ):
```
53
Properties=species:S:1:pos:R:3
C 3.408 -2.647 -5.034
C 3.566 -3.888 -4.161
H 4.222 -3.676 -3.313
H 3.994 -4.706 -4.747
O 2.322 -4.409 -3.727
C 1.485 -3.698 -2.922
C 0.151 -4.094 -2.991
C -0.824 -3.505 -2.216
C -0.488 -2.467 -1.358
C 0.844 -2.075 -1.258
C 1.840 -2.682 -2.010
O 3.163 -2.345 -1.901
C 3.542 -1.275 -1.058
C 5.044 -1.089 -1.210
H 5.290 -0.862 -2.244
H 5.562 -2.000 -0.922
H 5.380 -0.273 -0.576
H 3.016 -0.355 -1.349
H 3.295 -1.506 -0.013
H 1.118 -1.316 -0.541
C -1.554 -1.840 -0.533
O -2.535 -2.446 -0.140
N -1.384 -0.516 -0.291
H -0.498 -0.071 -0.491
C -2.171 0.180 0.693
C -1.230 1.038 1.537
O -0.051 1.129 1.232
N -1.752 1.667 2.604
C -3.144 1.702 2.989
H -3.724 0.990 2.407
C -3.700 3.117 2.812
H -4.745 3.136 3.124
C -2.883 4.120 3.631
C -3.398 5.541 3.429
H -2.820 6.243 4.025
H -4.442 5.615 3.726
H -3.317 5.831 2.384
C -1.411 4.004 3.230
C -0.924 2.564 3.386
H 0.103 2.460 3.034
H -0.976 2.261 4.438
H -0.798 4.661 3.847
H -1.293 4.309 2.188
H -2.978 3.859 4.691
H -3.655 3.391 1.755
H -3.211 1.417 4.046
H -2.914 0.824 0.204
H -2.694 -0.572 1.294
H -1.852 -3.827 -2.274
H -0.091 -4.890 -3.678
H 4.375 -2.358 -5.437
H 3.010 -1.821 -4.452
H 2.728 -2.854 -5.858
```

Calculated values
HOMO level   -0.297 Eh
SMILES string   CCOc1ccc(C(=O)NCC(=O)N2CCC(C)CC2)cc1OCC
Max |F|   0.7 eV Å⁻¹
Relative energy (zero: lowest compared OMol25 entry of this formula, charge and spin)   88.7 kJ/mol
E_LUMO   0.77 eV

No. 6
C3H4O4Rh as an isolated structure in a non-equilibrium geometry. Source: the OMol25 dataset; level of theory: ωB97M-V with the def2-TZVPD basis set.

Structure (XYZ):
```
12
Properties=species:S:1:pos:R:3
O -0.499 2.838 -2.648
O 0.880 0.599 -3.363
C 1.530 -0.208 -2.451
C 1.192 0.281 -1.032
O 0.204 1.300 -1.176
C 0.526 2.206 -2.162
H 1.235 -1.276 -2.547
H 2.637 -0.116 -2.545
H 2.082 0.735 -0.566
H 0.778 -0.525 -0.410
O 1.584 2.934 -1.923
Rh 0.595 4.475 -2.598
```

Calculated values
HOMO level (spin up / spin down)   -0.225 / -0.366 Eh
Max |F|   5.9 eV Å⁻¹
Relative energy (zero: lowest compared OMol25 entry of this formula, charge and spin)   24.9 kJ/mol
Multiplicity   6
E_LUMO (spin up / spin down)   0.56 / -3.21 eV
⟨S²⟩   8.759

No. 7
C28H24Br5N7O8S2SeW as an isolated structure in a non-equilibrium geometry. Source: the OMol25 dataset; level of theory: ωB97M-V with the def2-TZVPD basis set.

Structure (XYZ):
```
76
Properties=species:S:1:pos:R:3
W -1.051 0.734 -0.695
Br -4.646 6.631 -1.493
C -3.257 5.412 -1.193
C -1.949 5.862 -0.971
Br -1.558 7.690 -0.957
C -0.914 4.947 -0.738
Br 0.869 5.473 -0.411
C -1.207 3.598 -0.736
O -0.338 2.607 -0.448
C -2.495 3.162 -0.969
O -2.593 1.803 -0.903
C -3.538 4.041 -1.188
Br -5.260 3.348 -1.450
C -4.534 -0.222 -0.249
O -3.169 -0.570 0.029
C -2.871 -1.913 0.045
C -3.765 -2.958 0.115
C -3.244 -4.255 0.182
Br -4.442 -5.699 0.278
C -1.879 -4.494 0.164
C -0.992 -3.422 0.072
C -1.506 -2.142 0.021
O -0.669 -1.051 0.062
C 0.461 -3.681 -0.025
N 1.168 -4.343 0.850
C 2.425 -4.476 0.256
C 3.554 -5.174 0.703
C 4.648 -5.228 -0.130
C 4.647 -4.591 -1.388
C 3.555 -3.881 -1.841
C 2.444 -3.842 -0.995
N 1.171 -3.318 -1.143
H -4.820 -0.608 -1.228
H -4.595 0.859 -0.242
H -5.169 -0.636 0.535
H -4.834 -2.808 0.120
H -1.488 -5.501 0.208
H 0.810 -1.034 0.647
H 3.542 -5.687 1.655
H 5.523 -5.785 0.176
H 5.520 -4.676 -2.022
H 3.545 -3.425 -2.822
H 0.795 -2.858 -1.963
C 0.811 3.400 2.573
N -0.627 3.585 2.442
C -1.309 4.764 2.657
C -2.626 4.509 2.472
N -2.719 3.176 2.150
C -1.496 2.621 2.129
S -1.179 0.945 1.810
H 1.270 4.376 2.699
H 1.192 2.938 1.666
H 1.024 2.777 3.440
H -0.802 5.675 2.921
H -3.487 5.149 2.544
H -3.568 2.665 1.961
C 4.894 -1.894 1.202
C 3.477 -1.521 1.614
C 2.858 -0.536 0.707
N 1.604 -0.437 0.425
N 1.172 0.560 -0.398
C 2.224 1.254 -0.831
N 2.185 2.269 -1.671
S 3.730 0.702 -0.127
H 5.296 -2.585 1.938
H 5.544 -1.016 1.184
H 4.911 -2.377 0.227
H 3.487 -1.044 2.603
H 2.817 -2.392 1.676
H 1.303 2.510 -2.103
H 3.026 2.747 -1.954
O -1.160 0.016 -4.770
Se -0.515 -0.241 -3.347
O 0.715 -1.260 -3.170
O -0.212 1.237 -2.466
O -1.734 -0.460 -2.121
```

Calculated values
HOMO level   -0.478 Eh
Max |F|   1.0 eV Å⁻¹
Relative energy (zero: lowest compared OMol25 entry of this formula, charge and spin)   0.0 kJ/mol
E_LUMO   -7.58 eV
Total charge   +2

No. 8
C46H56HfNO6PSSe as an isolated structure in a non-equilibrium geometry. Source: the OMol25 dataset; level of theory: ωB97M-V with the def2-TZVPD basis set.

Structure (XYZ):
```
113
Properties=species:S:1:pos:R:3
Hf 0.312 -0.832 -1.805
C -3.680 5.315 -0.549
C -2.277 5.621 -1.104
C -2.397 6.080 -2.569
C -1.676 6.765 -0.283
C -1.403 4.355 -1.056
C -1.885 3.165 -1.568
C -1.085 2.044 -1.602
Se -1.924 0.418 -2.241
C -2.609 -0.178 -0.529
C -3.951 -0.024 -0.307
C -4.497 -0.408 0.909
C -3.605 -0.854 1.873
C -2.216 -0.997 1.689
C -1.722 -0.737 0.411
O -0.446 -0.975 0.002
C -1.397 -1.449 2.928
C -1.798 -0.581 4.138
C -1.720 -2.917 3.231
C 0.124 -1.302 2.774
C -6.007 -0.305 1.131
C -6.735 -1.109 0.041
C -6.434 1.171 1.045
C -6.421 -0.853 2.495
C 0.258 2.044 -1.185
O 1.048 0.953 -1.421
C 0.725 3.198 -0.531
C -0.112 4.323 -0.519
C 2.067 3.218 0.237
C 2.288 4.536 0.981
C 2.012 2.108 1.312
C 3.258 2.993 -0.721
H -4.266 6.239 -0.476
H -3.616 4.868 0.451
H -4.234 4.622 -1.195
H -3.041 6.967 -2.643
H -2.827 5.289 -3.197
H -1.411 6.334 -2.977
H -2.355 7.625 -0.310
H -0.709 7.093 -0.686
H -1.535 6.477 0.769
H -2.897 3.094 -1.963
H -4.569 0.406 -1.094
H -4.001 -1.113 2.850
H -2.810 -0.792 4.500
H -1.739 0.485 3.888
H -1.107 -0.776 4.967
H -2.797 -3.064 3.380
H -1.196 -3.241 4.143
H -1.397 -3.560 2.405
H 0.410 -0.245 2.645
H 0.510 -1.863 1.931
H 0.604 -1.680 3.685
H -6.548 -0.699 -0.961
H -7.817 -1.094 0.217
H -6.399 -2.154 0.044
H -6.197 1.602 0.061
H -5.915 1.766 1.808
H -7.517 1.267 1.208
H -6.124 -1.904 2.617
H -7.510 -0.800 2.587
H -5.988 -0.270 3.319
H 0.270 5.225 -0.051
H 1.477 4.747 1.692
H 2.386 5.389 0.293
H 3.222 4.461 1.551
H 1.206 2.327 2.030
H 2.966 2.064 1.863
H 1.816 1.134 0.878
H 3.333 3.825 -1.434
H 3.156 2.067 -1.286
H 4.195 2.946 -0.149
N 3.565 -1.708 -4.007
C 3.757 -3.007 -3.496
C 4.455 -3.912 -4.297
C 4.766 -5.180 -3.847
C 4.373 -5.584 -2.579
C 3.696 -4.692 -1.761
C 3.388 -3.391 -2.174
P 2.668 -2.166 -0.965
C 4.163 -1.348 -0.329
C 4.037 -0.585 0.837
C 5.142 0.051 1.385
C 6.385 -0.077 0.773
C 6.513 -0.838 -0.381
C 5.407 -1.467 -0.937
C 2.182 -3.310 0.398
C 3.017 -3.565 1.477
C 2.684 -4.537 2.416
C 1.525 -5.286 2.268
C 0.684 -5.043 1.189
C 0.999 -4.052 0.270
H 3.846 -1.625 -4.970
H 2.647 -1.341 -3.924
H 4.757 -3.600 -5.298
H 5.315 -5.860 -4.495
H 4.592 -6.585 -2.224
H 3.417 -5.021 -0.770
H 3.069 -0.507 1.331
H 5.034 0.644 2.288
H 7.254 0.406 1.202
H 7.483 -0.947 -0.855
H 5.522 -2.054 -1.837
H 3.942 -3.018 1.592
H 3.346 -4.716 3.259
H 1.279 -6.061 2.988
H -0.216 -5.636 1.052
H 0.332 -3.882 -0.555
O 0.026 -2.662 -2.544
S -0.067 -2.126 -4.021
O 0.707 -2.927 -4.907
O 0.636 -0.735 -3.778
O -1.447 -1.904 -4.337
```

Calculated values
HOMO level   -0.303 Eh
Max |F|   4.4 eV Å⁻¹
E_LUMO   0.46 eV

No. 9
An isolated ion of composition C6H8N3S and charge +1 in a non-equilibrium geometry. Source: the OMol25 dataset; level of theory: ωB97M-V with the def2-TZVPD basis set.

Structure (XYZ):
```
18
Properties=species:S:1:pos:R:3
C 1.464 -1.525 -0.150
C 2.194 -0.391 -0.386
C 0.035 -1.579 -0.299
C 1.647 0.947 -0.329
C -2.114 -0.694 0.157
C -0.453 2.003 0.450
N -3.276 -1.085 0.234
N -0.892 -1.129 0.466
N 0.697 1.193 0.509
S -1.727 1.069 -0.726
H 2.097 -2.424 -0.331
H 3.232 -0.355 -0.325
H -0.225 -2.364 -0.972
H 2.171 1.706 -0.869
H -0.966 2.065 1.433
H -0.223 2.896 -0.172
H -4.106 -0.580 0.357
H 0.446 0.249 0.953
```

Calculated values
HOMO level   -0.483 Eh
SMILES string   [H]/N=C1/N=C/C=C\C=[NH+]\CS1
Max |F|   3.9 eV Å⁻¹
Relative energy (zero: lowest compared OMol25 entry of this formula, charge and spin)   397.5 kJ/mol
E_LUMO   -6.12 eV
Total charge   +1

No. 10
A 2-piece molecular cluster, CH4O2S overall. Source: the OMol25 dataset; level of theory: ωB97M-V with the def2-TZVPD basis set.

Structure (XYZ):
```
8
Properties=species:S:1:pos:R:3
S -2.251 0.965 0.487
H -3.109 0.058 0.927
H -2.718 0.830 -0.762
O 1.008 -1.118 0.864
C 1.199 -0.397 -0.060
O 2.309 -0.427 -0.852
H 0.468 0.382 -0.304
H 3.096 -0.293 -0.302
```

Calculated values
HOMO level   -0.365 Eh
SMILES string   O=CO.S
Max |F|   0.7 eV Å⁻¹
Relative energy (zero: lowest compared OMol25 entry of this formula, charge and spin)   48.1 kJ/mol
E_LUMO   0.73 eV

No. 11
A 2-piece molecular cluster, C2H11N2O overall in a non-equilibrium geometry. Source: the OMol25 dataset; level of theory: ωB97M-V with the def2-TZVPD basis set.

Structure (XYZ):
```
16
Properties=species:S:1:pos:R:3
C 0.395 -1.534 0.161
N -0.626 -2.078 1.052
C -0.166 -0.265 -0.588
N -1.129 0.354 0.402
H 0.533 -2.225 -0.679
H 1.321 -1.331 0.707
H -1.276 -2.806 0.763
H -0.174 -2.438 1.876
H -0.405 -0.627 -1.586
H 0.571 0.532 -0.758
H -1.728 1.083 -0.011
H -1.735 -0.446 0.769
H -0.680 0.747 1.228
H 1.293 4.357 -1.170
H 2.380 3.276 -1.088
O 1.427 3.403 -1.077
```

Calculated values
HOMO level   -0.525 Eh
Max |F|   2.7 eV Å⁻¹
Relative energy (zero: lowest compared OMol25 entry of this formula, charge and spin)   96.7 kJ/mol
E_LUMO   -3.29 eV
Total charge   +1